Density functional theory data (ωB97M-V/def2-TZVPD) for 3 unconnected molecules or ions with the total composition C4H12NO4 at a distorted geometry.

Structure (ORCA input):
```
! RIJCOSX wB97M-V def2-TZVPD def2/J DEFGRID3
* xyz -1 1
O 0.07 -1.79 -2.09
C -0.27 -1.61 -0.89
O -1.03 -2.34 -0.19
C 0.45 -0.48 -0.13
C -0.15 0.94 -0.15
C 0.58 1.76 0.89
N -0.04 1.78 2.20
H 1.49 -0.39 -0.43
H 0.49 -0.84 0.90
H -1.24 0.88 -0.21
H 0.11 1.30 -1.19
H 1.59 1.36 1.11
H 0.75 2.80 0.57
H -0.08 0.86 2.63
H -1.02 2.04 2.18
H 1.93 -1.49 -2.58
H 1.69 -0.07 -2.80
O 2.44 -0.68 -2.78
H -2.53 -1.40 1.79
H -2.30 -1.50 0.24
O -2.94 -1.15 0.95
*
```

The value obtained for the molecular weight is 138.143 g mol⁻¹. Its LUMO energy is 3.7 eV. The relative energy (zero: lowest compared OMol25 entry of this formula, charge and spin) is 23.2 kcal/mol. Its HOMO energy is -5.113 eV. For the gap between HOMO and LUMO, the calculation gives 8.86 eV. The value obtained for the energy is -515.398663 Ha.


Density functional theory data (ωB97M-V/def2-TZVPD) for 2 unconnected molecules or ions with the total composition C3H5ClO2S at a distorted geometry.

Structure (ORCA input):
```
! RIJCOSX wB97M-V def2-TZVPD def2/J DEFGRID3
* xyz 0 1
C -0.05 -0.19 -0.46
C -0.85 -1.43 -0.38
C -0.63 1.09 -0.08
O 2.40 1.43 -0.10
O 2.95 -0.23 1.62
S 2.52 0.05 0.21
Cl -2.11 1.13 0.83
H -1.91 -1.13 -0.57
H -0.93 -1.60 0.78
H -0.49 -2.24 -1.06
H 0.05 1.87 0.28
H -0.96 1.27 -1.07
*
```

The value obtained for the molecular weight is 140.591 g mol⁻¹. Its LUMO energy (alpha / beta) is -1.4 / -1.4 eV. The relative energy (zero: lowest compared OMol25 entry of this formula, charge and spin) is 86.8 kcal/mol. Its HOMO energy (alpha / beta) is -9.069 / -9.069 eV. For the gap between HOMO and LUMO (alpha / beta), the calculation gives 7.71 / 7.71 eV. The value obtained for the energy is -1126.016241 Ha.


Density functional theory data (ωB97M-V/def2-TZVPD) for a molecular structure, C50H41BrCl5KN6O5.

Structure (ORCA input):
```
! RIJCOSX wB97M-V def2-TZVPD def2/J DEFGRID3
* xyz -2 1
K -0.99 0.77 0.57
O -0.45 -1.50 1.64
C -1.27 -2.11 2.63
C -2.35 -1.06 3.12
O -3.10 -1.48 4.02
O -2.35 0.06 2.57
C -0.35 -2.54 3.77
C -0.33 -1.90 5.01
C 0.62 -2.25 5.97
C 1.55 -3.24 5.70
C 1.54 -3.88 4.47
C 0.59 -3.53 3.52
C -2.01 -3.30 2.03
C -1.96 -3.55 0.66
C -2.67 -4.61 0.11
C -3.42 -5.45 0.92
C -3.47 -5.20 2.29
C -2.77 -4.14 2.84
H 0.40 -1.96 1.53
H -1.07 -1.14 5.22
H 0.62 -1.74 6.92
H 2.29 -3.50 6.45
H 2.27 -4.65 4.24
H 0.60 -4.02 2.55
H -1.37 -2.91 0.02
H -2.61 -4.78 -0.95
H -3.97 -6.28 0.50
H -4.06 -5.85 2.94
H -2.83 -3.93 3.90
C -5.24 -1.31 -0.96
C -4.08 -0.82 -0.33
N -3.07 -0.31 -0.99
C -3.12 -0.28 -2.34
C -4.24 -0.72 -3.06
C -5.32 -1.24 -2.32
C -4.24 -0.64 -4.49
C -3.15 -0.19 -5.16
C -1.97 0.22 -4.45
C -0.79 0.63 -5.11
C 0.31 0.97 -4.37
C 0.21 0.92 -2.97
N -0.87 0.55 -2.33
C -1.95 0.19 -3.05
H -6.04 -1.73 -0.36
H -3.98 -0.83 0.76
H -6.20 -1.60 -2.85
H -5.12 -0.97 -5.03
H -3.14 -0.15 -6.24
H -0.77 0.66 -6.19
H 1.24 1.28 -4.82
H 1.07 1.17 -2.35
Br -1.52 -3.50 -4.06
C 0.25 -3.06 -3.49
C 1.29 -3.27 -4.39
C 2.56 -2.98 -3.93
C 2.73 -2.50 -2.65
C 1.61 -2.29 -1.85
N 0.38 -2.59 -2.28
C 1.75 -1.71 -0.44
O 1.80 -2.49 0.52
O 1.81 -0.46 -0.43
H 1.10 -3.65 -5.38
H 3.42 -3.13 -4.58
H 3.71 -2.26 -2.26
N 2.87 2.29 -1.00
C 3.36 2.12 -2.28
C 3.90 0.88 -2.66
C 4.39 0.71 -3.95
C 4.37 1.74 -4.88
C 3.83 2.96 -4.50
C 3.33 3.15 -3.22
H 2.23 3.06 -0.89
H 2.58 1.46 -0.51
H 3.89 0.07 -1.95
H 4.80 -0.26 -4.22
H 4.75 1.59 -5.88
H 3.78 3.78 -5.21
H 2.89 4.10 -2.94
C 2.11 3.01 2.29
C 2.80 3.23 3.67
N 2.63 2.05 4.52
C 3.28 0.90 3.86
C 2.72 0.70 2.43
N 1.61 1.63 2.19
C 0.61 1.41 3.25
C 1.20 1.76 4.63
H 2.82 3.17 1.48
H 1.26 3.68 2.15
H 2.37 4.09 4.19
H 3.87 3.41 3.55
H 3.09 0.02 4.48
H 4.36 1.08 3.85
H 2.36 -0.32 2.26
H 3.49 0.89 1.67
H 0.31 0.37 3.19
H -0.27 2.01 3.02
H 1.07 0.93 5.33
H 0.71 2.64 5.07
Cl -1.80 3.72 -2.91
C -1.83 4.69 -1.43
C -1.76 4.05 -0.21
C -1.82 4.89 0.88
Cl -1.78 4.17 2.51
C -1.91 6.28 0.81
Cl -1.95 7.28 2.23
C -1.97 6.87 -0.45
Cl -2.09 8.60 -0.60
C -1.94 6.07 -1.59
Cl -2.03 6.81 -3.16
*
```

The value obtained for the molecular weight is 1102.182 g mol⁻¹. Its LUMO energy is 3.6 eV. The relative energy (zero: lowest compared OMol25 entry of this formula, charge and spin) is 0.0 kcal/mol. Its HOMO energy is -3.084 eV. For the gap between HOMO and LUMO, the calculation gives 6.73 eV. The value obtained for the energy is -8109.815371 Ha.


Density functional theory data (ωB97M-V/def2-TZVPD) for a molecular structure, C21H27CsN4O5SSi.

Structure (ORCA input):
```
! RIJCOSX wB97M-V def2-TZVPD def2/J DEFGRID3
* xyz -2 1
Cs -1.04 0.74 1.68
O 2.09 4.48 3.97
C 1.29 3.42 3.69
O 0.42 3.47 2.85
C 1.63 2.23 4.54
O 0.66 1.26 4.36
C 0.96 0.06 5.07
C -0.14 -1.02 4.89
O 0.06 -2.04 5.56
O -1.07 -0.75 4.09
H 1.88 5.15 3.31
H 1.70 2.57 5.59
H 2.63 1.89 4.24
H 1.06 0.27 6.14
H 1.91 -0.35 4.72
S -2.20 2.59 -1.21
C -2.76 1.10 -1.84
N -3.91 0.90 -2.37
N -4.19 -0.36 -2.89
C -5.43 -0.57 -3.43
C -6.49 0.32 -3.23
C -7.74 0.05 -3.77
C -7.97 -1.10 -4.53
C -6.91 -1.98 -4.73
C -5.66 -1.73 -4.19
N -1.77 0.06 -1.62
N -1.47 -0.61 -2.62
C -0.41 -1.54 -2.38
C -0.50 -2.80 -2.96
C 0.51 -3.72 -2.76
C 1.63 -3.38 -2.01
C 1.74 -2.11 -1.48
C 0.72 -1.18 -1.65
H -3.42 -0.87 -3.28
H -6.31 1.22 -2.65
H -8.55 0.75 -3.61
H -8.95 -1.30 -4.95
H -7.06 -2.88 -5.31
H -4.85 -2.42 -4.36
H -1.37 -3.04 -3.56
H 0.43 -4.71 -3.20
H 2.42 -4.10 -1.87
H 2.62 -1.79 -0.93
H 0.84 -0.18 -1.26
C 3.96 -0.46 2.31
Si 4.43 0.85 0.99
C 4.04 2.50 1.86
C 6.33 0.67 0.99
C 3.69 0.78 -0.61
H 4.47 -0.30 3.27
H 4.24 -1.46 1.96
H 2.89 -0.49 2.50
H 4.36 2.52 2.91
H 2.96 2.68 1.82
H 4.53 3.32 1.33
H 6.75 0.62 2.00
H 6.79 1.50 0.45
H 6.62 -0.25 0.47
H 4.02 0.10 -1.39
H 2.87 1.44 -0.90
*
```

The value obtained for the molecular weight is 608.528 g mol⁻¹. Its LUMO energy is 3.8 eV. The relative energy (zero: lowest compared OMol25 entry of this formula, charge and spin) is 7.4 kcal/mol. Its HOMO energy is -0.507 eV. For the gap between HOMO and LUMO, the calculation gives 4.30 eV. The value obtained for the energy is -2119.486512 Ha.


Density functional theory data (ωB97M-V/def2-TZVPD) for 2 unconnected molecules or ions with the total composition C3H3NO2 at a distorted geometry.

Structure (ORCA input):
```
! RIJCOSX wB97M-V def2-TZVPD def2/J DEFGRID3
* xyz 0 1
C 2.42 -0.38 0.36
C 2.52 0.70 0.81
C -0.56 -0.60 -0.33
N -1.07 0.72 0.17
O -1.18 1.41 -0.83
O -1.06 1.01 1.34
H -0.54 -1.60 0.14
H -1.08 -0.71 -1.24
H 0.55 -0.56 -0.42
*
```

The value obtained for the molecular weight is 85.062 g mol⁻¹. Its LUMO energy (alpha / beta) is -5.0 / -5.0 eV. The relative energy (zero: lowest compared OMol25 entry of this formula, charge and spin) is 315.9 kcal/mol. Its HOMO energy (alpha / beta) is -11.459 / -11.459 eV. For the gap between HOMO and LUMO (alpha / beta), the calculation gives 6.47 / 6.47 eV. The value obtained for the energy is -320.874188 Ha.


Density functional theory data (ωB97M-V/def2-TZVPD) for a molecular structure, C26H30N6O5S.

Structure (ORCA input):
```
! RIJCOSX wB97M-V def2-TZVPD def2/J DEFGRID3
* xyz 0 1
C -4.07 -2.17 5.53
H -4.75 -1.31 5.51
O -2.73 -1.77 5.34
C -2.33 -1.10 4.22
C -0.99 -0.72 4.24
C -0.42 -0.03 3.19
C -1.17 0.28 2.07
C -2.50 -0.11 2.03
C -3.10 -0.79 3.09
O -4.42 -1.17 3.06
C -5.20 -0.82 1.94
H -4.82 -1.29 1.02
H -6.20 -1.20 2.15
H -5.24 0.26 1.80
H -3.08 0.14 1.16
C -0.48 0.99 0.93
N 0.51 0.10 0.32
C 1.69 0.63 -0.06
O 1.91 1.84 -0.01
C 2.72 -0.31 -0.52
C 3.23 -1.44 0.09
N 2.81 -2.02 1.25
H 2.39 -1.43 1.95
H 3.43 -2.75 1.59
C 4.25 -2.00 -0.73
N 4.50 -1.34 -1.84
S 3.58 -0.03 -1.99
C 5.03 -3.21 -0.36
O 4.85 -3.80 0.69
N 5.93 -3.58 -1.29
H 6.53 -4.37 -1.11
H 6.04 -3.02 -2.12
C 0.07 -1.24 -0.04
C 0.43 -1.60 -1.45
C 1.13 -2.76 -1.76
C 1.48 -3.00 -3.08
C 1.10 -2.07 -4.04
N 0.40 -0.99 -3.77
C 0.06 -0.77 -2.51
H -0.54 0.11 -2.33
H 1.37 -2.20 -5.08
H 2.03 -3.88 -3.35
H 1.42 -3.45 -0.98
H 0.49 -1.99 0.65
H -1.02 -1.25 0.07
H 0.10 1.82 1.36
C -1.33 1.56 -0.22
O -2.40 1.11 -0.58
N -0.71 2.58 -0.82
H 0.24 2.82 -0.53
C -1.20 3.25 -2.01
C -1.26 4.76 -1.78
H -1.58 5.00 -0.77
H -1.98 5.20 -2.48
C 0.16 5.28 -2.08
H 0.12 6.17 -2.71
H 0.68 5.55 -1.16
C 0.90 4.13 -2.80
H 1.43 4.48 -3.68
H 1.63 3.67 -2.13
C -0.19 3.12 -3.16
H 0.20 2.11 -3.27
H -0.69 3.40 -4.09
H -2.17 2.81 -2.23
H 0.62 0.26 3.25
H -0.42 -0.96 5.12
H -4.09 -2.63 6.51
H -4.38 -2.89 4.77
*
```

The value obtained for the molecular weight is 538.630 g mol⁻¹. Its LUMO energy is -0.1 eV. The relative energy (zero: lowest compared OMol25 entry of this formula, charge and spin) is 13.3 kcal/mol. Its HOMO energy is -8.118 eV. For the gap between HOMO and LUMO, the calculation gives 8.04 eV. The value obtained for the energy is -2111.747702 Ha.


- Among the records above, which one has the highest relative energy (zero: lowest compared OMol25 entry of this formula, charge and spin)?
  C3H3NO2